The following is a DFT calculation (wB97M-V/def2-TZVPD) of an isolated molecule of C9H10O.

The geometry in XYZ format:
```
20
Properties=species:S:1:pos:R:3:forces:R:3:nbo_charge:R:1
C 1.956 -0.522 0.091 -1.040 -2.343 -0.854 -0.0279
C 0.485 -0.121 0.116 4.835 -4.718 3.791 -0.1358
C -0.573 -1.331 0.190 2.903 -1.496 -3.242 -0.2066
C -1.486 -0.427 1.035 1.209 -0.240 1.951 -0.1906
C -2.066 0.187 -0.285 -0.592 2.362 3.211 -0.2293
C -1.161 -0.663 -1.149 0.968 2.907 0.310 -0.2405
C 0.000 0.543 -0.969 -4.321 0.520 -7.404 -0.2367
C -0.978 1.437 -0.001 -0.959 1.517 -4.762 -0.1986
C -0.210 0.600 1.228 -2.620 1.993 -0.360 -0.2049
H 3.006 0.955 -0.743 -0.460 -0.063 -0.360 0.4724
H 2.055 -0.909 1.061 0.649 -1.297 1.388 0.1730
H 2.094 -1.370 -0.682 -0.555 0.917 0.994 0.1422
H -0.094 -2.398 0.101 -1.470 1.680 1.081 0.2327
H -2.049 -0.681 1.948 -0.033 -0.206 -0.720 0.2247
H -3.192 0.297 -0.325 1.360 0.022 -0.248 0.2204
H -1.334 -0.785 -2.215 -0.319 -1.279 0.330 0.2215
H 0.448 0.468 -2.118 -0.309 1.546 3.257 0.2270
H -1.268 2.597 -0.533 0.998 -3.071 2.556 0.2294
H 0.351 0.999 2.143 -1.304 -0.537 -1.195 0.2404
O 3.022 0.326 -0.021 1.060 1.785 0.274 -0.7128
```
Positions in Å, forces in eV/Å.

LUMO   0.836 eV
HOMO   -8.0 eV
M   134.2 g mol⁻¹
SMILES   OC[C@]12[C@H]3[C@@H]4C5[C@H]3[C@H]1[C@@H]5[C@@H]42

The following is a DFT calculation (wB97M-V/def2-TZVPD) of C9H10O2 as an isolated structure.

The geometry in XYZ format:
```
21
Properties=species:S:1:pos:R:3:forces:R:3:nbo_charge:R:1
C 3.280 -0.012 -0.040 3.488 -5.182 4.144 -0.0492
C 1.840 0.204 0.589 3.997 1.874 -0.442 -0.0336
C 0.869 -0.714 0.256 -6.020 -4.625 -5.939 0.1159
C -0.676 -0.223 0.085 3.666 -7.629 -0.886 -0.1239
C -1.714 -1.213 -0.347 16.524 -5.939 2.329 -0.1259
C -2.854 -0.959 -0.522 -15.454 4.687 -0.583 -0.2846
C -3.407 0.395 -0.102 0.147 1.552 -1.363 -0.1760
C -2.407 1.385 0.206 -0.701 -6.605 -0.869 -0.2412
C -0.994 0.957 0.351 -2.507 10.377 2.200 -0.1294
H 3.396 1.313 -1.253 -2.278 16.272 -0.948 0.4426
H 4.374 0.132 0.551 -3.358 0.193 0.053 0.1615
H 3.572 -1.316 -0.262 -1.844 3.606 0.925 0.1671
H 1.382 1.143 0.915 1.274 0.325 -0.508 0.2082
H 1.005 -1.751 -0.490 0.034 3.190 1.997 0.1745
H -1.294 -2.499 -0.415 -1.110 4.263 -0.082 0.2004
H -3.589 -1.704 -0.804 0.010 0.027 -0.051 0.2234
H -4.713 0.724 -0.230 4.612 -1.204 0.459 0.2327
H -2.809 2.269 0.397 -0.847 4.084 1.000 0.2045
H -0.168 2.119 0.850 -2.417 -3.965 -1.681 0.1773
O 3.507 0.533 -1.197 1.980 -14.041 -3.455 -0.6820
O 1.399 -0.785 1.461 0.806 -1.260 3.698 -0.4622
```
Positions in Å, forces in eV/Å.

LUMO   0.702 eV
HOMO   -9.3 eV
M   150.2 g mol⁻¹

Number 1: strongest force on any atom 8.588 eV Å⁻¹, HOMO-LUMO gap 8.87 eV. Number 2: strongest force on any atom 17.712 eV Å⁻¹, HOMO-LUMO gap 10.02 eV.